No. 1
81
Properties=species:S:1:pos:R:3:forces:R:3 method="wB97M-V/def2-TZVPD" lumo_ev=-1.62 spin_multiplicity=1 e_homo_ha=-0.3571 molar_mass_da=939.5 e_tot_ha=-5935.11970 gap_ev=8.102
O 4.164 5.419 -2.677 -3.209 -1.062 -4.100
C 3.332 4.995 -3.504 1.899 -0.157 3.697
O 3.153 5.435 -4.865 -1.441 -2.554 1.802
C 2.148 4.553 -5.425 -1.498 0.002 -2.856
O 1.759 4.673 -6.614 1.818 -0.556 5.403
C 1.630 3.508 -4.330 1.049 0.432 2.945
C 0.545 2.357 -4.508 0.559 -0.243 -1.339
C -0.711 2.786 -5.450 0.991 -0.142 0.288
C -1.878 1.722 -5.267 0.991 -1.104 -1.742
F -1.250 0.425 -5.122 -1.498 2.585 -0.348
F -2.639 1.640 -6.476 1.362 0.284 2.713
C -2.854 1.906 -4.023 -1.440 -2.200 0.993
F -2.531 0.915 -3.032 -0.561 2.550 -2.137
F -4.208 1.627 -4.410 3.146 0.974 0.836
C -2.860 3.316 -3.279 -0.747 0.061 3.075
F -3.768 3.155 -2.166 2.178 0.280 -2.603
F -1.610 3.645 -2.636 -2.685 -0.833 -2.162
C -3.469 4.550 -4.124 -1.767 0.407 -0.777
F -4.878 4.567 -3.828 3.471 0.273 -0.795
F -3.375 4.411 -5.530 0.110 -0.076 2.943
C -2.840 5.981 -3.747 0.926 0.822 1.549
F -2.950 6.171 -2.327 0.290 -0.626 -3.444
F -1.450 6.090 -4.105 -3.448 -0.661 0.773
C -3.566 7.239 -4.423 0.454 3.112 -0.650
F -4.911 7.419 -4.057 3.450 -0.918 -1.329
F -3.360 7.267 -5.841 -1.089 -0.451 3.829
F -2.871 8.402 -3.940 -1.734 -2.949 -1.075
C 2.334 3.783 -3.116 -0.842 0.565 -4.173
Br 2.155 2.892 -1.340 1.473 2.106 -4.588
H 0.181 1.916 -3.517 0.760 1.034 -1.229
H 1.074 1.490 -5.061 -0.788 1.339 0.962
H -0.966 3.861 -5.170 -0.120 -1.579 -0.551
H -0.379 2.764 -6.555 -0.708 0.040 1.819
C -1.072 -1.134 7.418 0.095 0.047 -0.178
C -2.146 -0.263 7.245 0.073 0.067 -0.210
C -2.218 0.537 6.109 -0.077 -0.112 0.229
C -1.210 0.476 5.147 -0.044 -0.171 0.345
C -0.123 -0.379 5.333 -0.194 -0.009 0.339
C -0.062 -1.193 6.465 -0.112 -0.007 0.232
C 0.979 -0.417 4.344 0.757 -0.439 0.195
O 1.928 -1.166 4.502 -0.259 0.351 0.074
C 0.915 0.474 3.164 0.084 0.190 -0.342
C 1.973 0.490 2.255 0.118 0.087 -0.243
C 1.918 1.314 1.136 -0.342 -0.075 0.369
C 0.798 2.121 0.914 -0.559 -0.007 0.514
C -0.254 2.109 1.825 0.181 0.019 -0.154
C -0.193 1.293 2.955 0.188 0.087 -0.325
C -1.304 1.317 3.934 -0.847 0.609 -0.143
O -2.280 2.023 3.745 0.302 -0.210 0.053
H -1.021 -1.764 8.300 0.009 0.066 -0.103
H -2.928 -0.209 7.996 0.078 -0.004 -0.094
H -3.060 1.210 5.978 0.182 -0.058 -0.143
H 0.775 -1.870 6.608 -0.040 0.153 -0.162
H 2.844 -0.137 2.418 -0.200 0.005 0.095
H 2.745 1.325 0.437 0.032 -0.199 0.248
H 0.738 2.776 0.024 -0.796 -0.719 1.718
H -1.121 2.741 1.653 0.057 -0.140 0.174
C -0.423 -3.562 3.698 0.161 -0.140 -0.170
C -1.286 -4.651 3.600 0.150 -0.117 -0.103
C -0.880 -5.805 2.938 -0.159 0.154 0.140
C 0.389 -5.868 2.361 -0.176 0.266 0.166
C 1.245 -4.769 2.438 -0.362 0.073 0.203
C 0.841 -3.618 3.118 -0.166 0.001 -0.036
C 2.574 -4.805 1.788 0.558 0.816 0.104
O 3.324 -3.846 1.858 -0.195 -0.259 -0.064
C 2.976 -6.020 1.044 0.214 -0.272 -0.251
C 4.202 -6.048 0.377 0.138 -0.179 -0.151
C 4.593 -7.190 -0.313 -0.144 0.130 0.141
C 3.767 -8.312 -0.332 -0.155 0.096 0.119
C 2.542 -8.286 0.326 0.198 -0.062 -0.142
C 2.140 -7.136 1.007 0.324 -0.121 -0.208
C 0.819 -7.107 1.675 -0.641 -0.793 0.002
O 0.093 -8.087 1.654 0.220 0.269 -0.010
H -0.738 -2.666 4.222 0.017 -0.127 -0.059
H -2.276 -4.602 4.042 0.104 -0.019 -0.046
H -1.555 -6.652 2.870 0.227 0.028 -0.064
H 1.506 -2.766 3.193 0.032 -0.310 -0.128
H 4.852 -5.179 0.391 -0.207 -0.048 0.118
H 5.545 -7.208 -0.835 -0.101 0.013 0.068
H 4.076 -9.205 -0.865 -0.045 0.095 0.063
H 1.901 -9.162 0.303 -0.031 0.219 0.093



No. 2
11
Properties=species:S:1:pos:R:3:forces:R:3 method="wB97M-V/def2-TZVPD" lumo_ev=-3.79 spin_multiplicity=1 e_homo_ha=-0.6907 smiles=C[NH2+]C charge=+1 molar_mass_da=46.1 e_tot_ha=-135.48909 e_above_lowest_kcal_mol=7.4 gap_ev=15.004
C -0.061 -0.235 -1.299 -0.334 -0.757 1.356
N 0.510 -0.257 0.114 -0.261 0.271 0.054
C -0.333 0.425 1.157 0.365 0.573 -0.189
H 0.191 0.721 -1.732 0.121 -0.125 -0.442
H -1.130 -0.359 -1.186 -0.268 0.312 -0.036
H 0.265 -1.155 -1.769 0.504 0.411 -0.580
H 0.676 -1.220 0.423 0.056 0.180 -0.187
H 1.411 0.229 0.119 0.016 -0.332 -0.104
H -1.290 -0.070 1.272 0.123 -0.268 0.097
H 0.273 0.468 2.058 -0.329 -0.224 0.203
H -0.511 1.452 0.844 0.007 -0.042 -0.171



No. 3
12
Properties=species:S:1:pos:R:3:forces:R:3 method="wB97M-V/def2-TZVPD" lumo_ev="0.17 / 0.18" spin_multiplicity=1 e_homo_ha="-0.2984 / -0.2994" molar_mass_da=82.1 e_tot_ha=-265.37748 e_above_lowest_kcal_mol=99.2 gap_ev="8.289 / 8.324"
N 2.838 1.404 -0.190 -0.900 -0.693 0.158
C 1.997 0.616 -0.108 0.739 0.668 -0.048
C 1.034 -0.488 -0.078 0.131 -0.115 -0.080
N -0.317 -0.115 0.317 -0.141 -0.077 -0.197
C -1.342 -0.940 0.050 -0.032 -0.207 -0.067
C -0.929 1.108 0.252 0.061 0.355 -0.001
H 0.955 -0.876 -1.104 0.162 -0.042 0.109
H 1.426 -1.290 0.555 -0.078 0.120 -0.013
H -2.197 -0.994 0.708 0.234 0.101 0.011
H -1.243 -1.649 -0.778 -0.156 0.090 0.062
H -1.459 1.370 -0.653 -0.075 -0.071 0.197
H -0.763 1.852 1.028 0.055 -0.130 -0.131



No. 4
16
Properties=species:S:1:pos:R:3:forces:R:3 method="wB97M-V/def2-TZVPD" lumo_ev=0.71 spin_multiplicity=1 e_homo_ha=-0.3210 molar_mass_da=122.3 e_tot_ha=-811.54906 e_above_lowest_kcal_mol=161.3 gap_ev=9.448
C 2.030 0.775 -0.554 -3.024 -0.817 -0.152
C -1.521 1.235 0.339 0.193 -0.203 0.089
O 2.306 0.457 0.784 0.357 -0.010 0.427
O -2.830 0.661 0.256 -0.282 -0.120 -0.020
Si -0.291 -2.047 0.090 -0.203 -0.407 -0.081
Si -0.372 0.119 -0.709 2.946 1.727 0.266
H 2.144 1.835 -0.782 -0.126 -0.014 -0.051
H 2.559 0.141 -1.264 -0.027 -0.004 -0.077
H -1.622 2.237 -0.081 0.202 -0.058 -0.047
H -1.216 1.346 1.385 0.128 0.017 -0.103
H 3.217 0.696 1.003 -0.168 -0.041 -0.090
H -2.861 -0.127 0.806 -0.030 -0.005 0.001
H 0.565 -2.890 -0.753 0.214 -0.011 -0.161
H 0.204 -2.091 1.467 0.168 0.168 0.233
H -1.600 -2.732 0.126 -0.211 0.091 -0.052
H -0.713 0.386 -2.114 -0.137 -0.314 -0.180